No. 1
A 2-piece molecular cluster, C2H2N overall at a distorted geometry, computed with ωB97M-V/def2-TZVPD.

Geometry as ORCA input:
```
! RIJCOSX wB97M-V def2-TZVPD def2/J DEFGRID3
* xyz 1 1
C -0.9564 0.1346 0.0974
C 2.3995 0.0573 0.0933
N 1.2528 0.0448 0.0810
H -1.0935 -0.7585 0.5065
H -1.6024 0.5217 -0.7782
*
```

Total energy ... -3578.8145 eV
Energy above the lowest of the compared OMol25 structures with the same formula, charge and spin ... 579.3 kJ/mol
LUMO energy (spin up / spin down) ... -8.11 / -10.26 eV

No. 2
A 2-piece molecular cluster, C3H7NO2 overall at a distorted geometry, computed with ωB97M-V/def2-TZVPD.

Geometry as ORCA input:
```
! RIJCOSX wB97M-V def2-TZVPD def2/J DEFGRID3
* xyz 0 1
C 0.3992 -1.0057 -0.5682
C 1.5897 -0.4669 -1.3259
H 2.0874 0.3238 -0.7679
H 0.6747 -1.3537 0.4233
H -0.0999 -1.8146 -1.0942
H -0.5038 -0.1936 -0.4601
H 1.2945 -0.0815 -2.2995
H 2.3201 -1.2617 -1.4857
O -0.9844 1.0490 1.3041
O -1.2714 1.3146 2.6891
C -2.0244 0.8869 0.5118
N -3.0871 1.0091 0.0774
H -0.3946 1.5943 2.9959
*
```

SMILES string ... N#COO.CC
Total energy ... -8804.6543 eV
Energy above the lowest of the compared OMol25 structures with the same formula, charge and spin ... 566.8 kJ/mol
LUMO energy ... -0.25 eV

No. 3
C3H3LaO2 as an isolated structure at a distorted geometry, computed with ωB97M-V/def2-TZVPD.

Geometry as ORCA input:
```
! RIJCOSX wB97M-V def2-TZVPD def2/J DEFGRID3
* xyz 2 1
O 0.5121 -0.8097 0.6173
C -1.2283 0.3450 -0.6674
C 0.8378 0.5256 1.1270
C -0.3243 0.3481 0.3152
H -1.2599 1.0894 -1.5769
H 1.7463 0.9506 0.6925
H 0.7508 0.5888 2.2141
O -1.1019 -0.6108 -1.6023
La 0.0675 -2.4271 -1.1195
*
```

Total energy ... -8092.0824 eV
Energy above the lowest of the compared OMol25 structures with the same formula, charge and spin ... 254.1 kJ/mol
LUMO energy ... -10.26 eV

No. 4
A 2-piece molecular cluster, C28H31N3O3 overall at a distorted geometry, computed with ωB97M-V/def2-TZVPD.

Geometry as ORCA input:
```
! RIJCOSX wB97M-V def2-TZVPD def2/J DEFGRID3
* xyz 0 1
C 8.3244 1.8440 -0.4049
O 7.9267 0.5114 -0.1778
C 6.5469 0.3054 -0.0224
C 6.1110 -1.0103 0.1868
C 4.7848 -1.3093 0.3568
C 3.8010 -0.3033 0.3308
C 2.4292 -0.6385 0.5059
C 1.4013 0.2838 0.4061
C 0.0565 0.0439 0.5497
N -0.8849 1.0367 0.4399
C -2.3565 0.8380 0.6175
C -2.9391 -0.0955 -0.4497
C -4.4185 -0.3316 -0.3204
C -5.2895 0.0675 -1.3243
C -6.6532 -0.0973 -1.1846
C -7.1688 -0.6659 -0.0386
C -6.3119 -1.0891 0.9564
C -4.9472 -0.9305 0.8127
C -2.9875 2.2224 0.5714
O -4.1551 2.4878 0.7643
N -1.9751 3.1096 0.2702
C -2.2204 4.5320 0.1136
C -0.6133 2.5043 0.2209
C 0.2015 3.0918 1.3722
C -0.0115 2.7526 -1.1588
C 4.2425 1.0204 0.1141
C 5.5733 1.3136 -0.0586
H 9.4099 1.8669 -0.5034
H 7.8802 2.2156 -1.3275
H 8.0352 2.4723 0.4367
H 6.8552 -1.7860 0.2043
H 4.4743 -2.3290 0.4923
H 2.1877 -1.6683 0.7030
H 1.6835 1.2892 0.1754
H -0.2814 -0.9554 0.7490
H -2.5206 0.4131 1.6154
H -2.7265 0.3412 -1.4309
H -2.4143 -1.0570 -0.4255
H -4.8883 0.5177 -2.2166
H -7.3188 0.2308 -1.9662
H -8.2363 -0.7710 0.0826
H -6.7110 -1.5289 1.8558
H -4.2766 -1.2641 1.5867
H -3.2890 4.7272 0.1675
H -1.7138 5.0868 0.9007
H -1.8446 4.8706 -0.8504
H -0.3490 2.9592 2.3018
H 1.1709 2.6169 1.4950
H 0.3629 4.1592 1.2328
H -0.7006 2.3940 -1.9205
H 0.1522 3.8149 -1.3288
H 0.9345 2.2392 -1.3072
H 3.5251 1.8203 0.0878
H 5.8828 2.3305 -0.2255
O 1.6447 -3.7503 -0.6322
C 0.6419 -4.4572 -0.5035
C 0.3111 -5.0815 0.7356
C -0.8245 -5.8174 0.8316
N -1.6864 -6.0198 -0.1728
C -1.3716 -5.4650 -1.3500
C -0.2675 -4.7084 -1.5749
H 0.9839 -4.9603 1.5668
H -1.0724 -6.2882 1.7718
H -2.0610 -5.6539 -2.1602
H -0.0486 -4.2977 -2.5455
*
```

Total energy ... -40149.2174 eV
Energy above the lowest of the compared OMol25 structures with the same formula, charge and spin ... 425.7 kJ/mol
LUMO energy ... -2.29 eV

No. 5
A 2-piece molecular cluster, C10H11ClO overall at a distorted geometry, computed with ωB97M-V/def2-TZVPD.

Geometry as ORCA input:
```
! RIJCOSX wB97M-V def2-TZVPD def2/J DEFGRID3
* xyz 0 1
C 3.0814 0.2966 0.4660
C 2.5671 1.0607 -0.4709
C 2.2616 -0.2738 1.4751
C 1.1616 1.3947 -0.5924
C 0.9426 -0.0777 1.4488
C 0.3410 1.0190 0.5867
C -3.3170 -1.5929 0.8767
C -2.8616 -1.3023 -0.2037
C -2.1770 -0.8891 -1.4539
C -0.9363 1.2998 0.8224
O -1.7717 0.7528 1.8008
Cl -1.7289 2.5378 -0.0742
H 4.1576 -0.0004 0.4406
H 3.2442 1.4697 -1.3325
H 2.7556 -0.8480 2.1195
H 0.7935 2.4907 -0.7876
H 0.3253 -0.6005 2.1382
H 0.8772 0.8627 -1.4503
H -3.3516 -1.6377 1.9030
H -2.9491 -0.6540 -2.2295
H -1.3340 -1.4219 -1.8760
H -1.8333 0.0896 -1.2528
H -1.6462 -0.2246 1.7306
*
```

SMILES string ... O/C(Cl)=C1\C=CC=CC1.C#CC
Total energy ... -25113.6781 eV
Energy above the lowest of the compared OMol25 structures with the same formula, charge and spin ... 341.2 kJ/mol
LUMO energy ... 0.48 eV

No. 6
An isolated ion of composition C8H17N2O2 and charge +1 at a distorted geometry, computed with ωB97M-V/def2-TZVPD.

Geometry as ORCA input:
```
! RIJCOSX wB97M-V def2-TZVPD def2/J DEFGRID3
* xyz 1 1
C 0.7529 -2.0397 1.3831
C -0.0424 1.1385 0.4404
C 0.9180 0.4702 1.5510
C -2.0525 0.4829 -0.9186
C 2.2071 1.1438 1.5975
C -2.5035 -0.7019 -1.8302
C 2.0852 -1.8849 1.8377
C 0.2641 0.0738 -1.7791
N 1.3060 -0.8512 1.2041
N -0.5775 0.1416 -0.5123
O -0.3436 -2.4826 1.1793
O -2.1939 1.7171 -1.4880
H -0.9704 1.7013 0.7943
H 0.4921 1.8575 -0.1771
H 0.4588 0.6716 2.4819
H 2.7957 0.7536 0.7758
H 2.8298 1.0006 2.4341
H 1.9896 2.1901 1.6311
H -2.0497 -0.9420 -2.7723
H -3.5471 -0.5359 -2.1254
H -2.6044 -1.6986 -1.2916
H 2.9126 -2.0014 1.3013
H -2.6995 0.4347 0.0237
H 2.3502 -1.7480 2.9167
H -0.0507 0.8829 -2.3323
H 1.3344 0.1293 -1.5286
H 0.0264 -0.8322 -2.3219
H -0.8073 -0.8329 -0.0149
H -2.2804 1.7618 -2.4595
*
```

SMILES string ... C[C@H](O)[N@@H+](C)C[C@H](C)N1CC1=O
Total energy ... -15637.1145 eV
Energy above the lowest of the compared OMol25 structures with the same formula, charge and spin ... 314.2 kJ/mol
LUMO energy ... -2.48 eV

No. 7
A 2-piece molecular cluster, C3H9O2 overall at a distorted geometry, computed with ωB97M-V/def2-TZVPD.

Geometry as ORCA input:
```
! RIJCOSX wB97M-V def2-TZVPD def2/J DEFGRID3
* xyz -1 1
C 0.1825 0.1055 -0.8070
O 0.1283 1.5445 -0.5579
C -0.3223 -0.4595 0.4769
C -1.8652 -0.7768 0.3876
H 1.0736 -0.2349 -1.1324
H -0.4386 -0.0878 -1.7368
H -0.0136 0.2821 1.2998
H 0.1758 -1.5172 0.7084
H -2.3592 0.1768 0.2471
H -2.1553 -1.3082 1.3450
H -1.9903 -1.2109 -0.6272
H 2.8125 1.4503 0.7151
H 1.8916 1.1680 -0.2415
O 2.8802 0.8681 -0.0771
*
```

Total energy ... -7350.5548 eV
Energy above the lowest of the compared OMol25 structures with the same formula, charge and spin ... 151.8 kJ/mol
LUMO energy ... 4.46 eV

No. 8
A 5-piece molecular cluster, C22H54FN5O6 overall at a distorted geometry, computed with ωB97M-V/def2-TZVPD.

Geometry as ORCA input:
```
! RIJCOSX wB97M-V def2-TZVPD def2/J DEFGRID3
* xyz 0 1
C 2.8120 -7.3932 -1.9887
C 2.3066 -6.3684 -2.7220
C 0.8390 -6.3076 -2.9964
N 0.2825 -4.9437 -3.1928
C -0.4798 -4.4456 -2.1326
O -0.0231 -3.7632 -1.2545
O -1.8267 -4.6868 -2.1806
C -2.3361 -5.8168 -1.4951
C -2.3883 -7.1174 -2.3334
F -1.8351 -6.9559 -3.5793
H 3.5420 -8.0912 -2.3909
H 2.5177 -7.5518 -0.9530
H 2.9532 -5.5720 -3.0999
H 0.2913 -6.8802 -2.2420
H 0.7246 -6.8458 -3.9395
H 1.0636 -4.3038 -3.2892
H -3.3655 -5.5593 -1.2510
H -1.8126 -5.9670 -0.5474
H -3.4260 -7.4233 -2.4700
H -1.8863 -7.9357 -1.8119
C 1.9470 1.3489 -1.1731
C 0.9415 0.2042 -1.2551
C -0.4439 0.5597 -0.6993
O -0.5290 0.5836 0.7132
C -0.0994 1.7825 1.3298
N 1.5123 -0.9829 -0.6172
H 2.3179 1.4848 -0.1569
H 2.8081 1.1338 -1.8057
H 1.5079 2.2907 -1.5086
H 0.7966 -0.0307 -2.3150
H -1.1446 -0.2162 -1.0180
H -0.8006 1.5126 -1.1149
H -0.3433 2.6553 0.7146
H 0.9740 1.7726 1.5354
H -0.6288 1.8643 2.2799
H 0.8902 -1.7729 -0.7687
H 1.4921 -0.8312 0.3877
C -5.9823 2.4267 3.1681
C -4.8574 1.4891 2.7418
C -3.8029 1.2493 3.8292
O -2.8970 2.3186 4.0087
C -3.3397 3.3707 4.8451
N -4.2653 1.9891 1.4985
H -5.6563 3.4674 3.1764
H -6.8133 2.3533 2.4671
H -6.3540 2.1737 4.1631
H -5.3045 0.5138 2.5241
H -3.1895 0.3996 3.5176
H -4.2685 0.9795 4.7870
H -3.9545 2.9962 5.6699
H -3.8927 4.1266 4.2836
H -2.4527 3.8489 5.2615
H -3.5870 1.3154 1.1521
H -3.7110 2.8097 1.7282
C -1.3302 8.9082 4.5892
C -1.3133 7.6144 3.7818
C -2.6361 7.3140 3.0659
O -3.6643 6.8195 3.9022
C -4.4010 7.7974 4.6098
N -0.8871 6.5179 4.6541
H -1.8843 8.7936 5.5212
H -0.3128 9.1960 4.8515
H -1.7780 9.7253 4.0202
H -0.5567 7.7246 2.9985
H -2.4529 6.5201 2.3367
H -2.9905 8.1905 2.5072
H -4.5178 8.7123 4.0209
H -3.9375 8.0427 5.5686
H -5.3878 7.3802 4.8088
H -0.7662 5.6726 4.1035
H -1.6569 6.3035 5.2825
C 7.3720 -2.6771 -5.4788
C 6.6727 -2.5102 -4.1336
C 6.2729 -3.8360 -3.4745
O 5.1277 -4.4536 -4.0329
C 5.3610 -5.2311 -5.1910
N 5.5363 -1.6017 -4.2997
H 6.6664 -2.9318 -6.2700
H 7.8548 -1.7433 -5.7651
H 8.1368 -3.4550 -5.4351
H 7.3807 -2.0291 -3.4514
H 6.0082 -3.6288 -2.4346
H 7.1135 -4.5425 -3.4596
H 6.3354 -5.7271 -5.1493
H 5.2980 -4.6328 -6.1033
H 4.5809 -5.9920 -5.2345
H 5.1289 -1.3962 -3.3918
H 4.8049 -2.1027 -4.7968
*
```

SMILES string ... C=CCNC(=O)OCCF.COC[C@@H](C)N.COC[C@@H](C)N.COC[C@@H](C)N.COC[C@@H](C)N
Total energy ... -46137.0910 eV
LUMO energy ... 0.47 eV

No. 9
One molecule with the formula C6H9BrN2O at a distorted geometry, computed with ωB97M-V/def2-TZVPD.

Geometry as ORCA input:
```
! RIJCOSX wB97M-V def2-TZVPD def2/J DEFGRID3
* xyz 0 1
C -0.7716 1.8327 0.8786
C 1.8953 0.3029 -0.1511
C 1.6126 -1.0927 0.5936
C 0.7727 -0.6091 -0.5572
C -0.6180 -0.0480 -0.1474
C -1.6325 -1.2607 -0.0790
N -0.4953 0.6221 1.1363
N -0.9854 1.0445 -1.1636
O -0.9893 2.2047 -0.3452
Br -3.4403 -0.6798 -0.0767
H -0.7909 2.6091 1.7199
H 1.6595 1.3294 0.4027
H 2.6543 0.4618 -0.8814
H 2.3135 -1.8572 0.4087
H 1.0905 -1.0952 1.6205
H 0.7951 -0.9954 -1.6278
H -1.5641 -1.7064 0.9208
H -1.4081 -1.9873 -0.8265
H -0.0980 0.9245 -1.8253
*
```

SMILES string ... BrC[C@]1(C2CC2)N=CON1
Total energy ... -81434.2879 eV
Energy above the lowest of the compared OMol25 structures with the same formula, charge and spin ... 334.7 kJ/mol
LUMO energy ... 0.86 eV

No. 10
C8H21BF4ILuOP2 as an isolated structure at a distorted geometry, computed with ωB97M-V/def2-TZVPD.

Geometry as ORCA input:
```
! RIJCOSX wB97M-V def2-TZVPD def2/J DEFGRID3
* xyz 2 1
C 0.9366 -2.9644 -0.5199
I 2.8161 -1.4330 -0.2017
H -0.1346 -2.6714 -0.4841
H 1.1002 -3.6892 0.2817
H 1.1656 -3.3696 -1.5101
Lu 0.0542 -0.5567 -0.1716
P -0.4110 -0.8544 2.5107
C 1.0579 -0.5408 3.5435
C -1.6437 0.1935 3.3233
H -1.4635 0.2120 4.4062
H -0.9513 -2.5762 4.1468
H -2.6361 -0.2296 3.1225
H -2.0325 -2.6193 2.7255
H 1.4456 0.4634 3.3310
H -1.5918 1.2066 2.9137
C -0.9890 -2.5019 3.0516
H 0.8034 -0.5884 4.6111
H -0.3829 -3.2973 2.5971
H 1.8502 -1.2651 3.3196
P 0.1111 0.5195 -2.7363
C 1.7667 1.2549 -3.0315
C -0.1751 -0.6392 -4.1095
H -2.0136 1.5432 -3.1896
H -0.7529 2.1620 -4.3060
H -0.8211 2.7454 -2.5912
C -0.9732 1.8882 -3.2625
H -1.2305 -0.9408 -4.0951
H 0.0418 -0.1446 -5.0639
H 1.8061 1.7590 -4.0098
H 2.5416 0.4776 -2.9878
H 0.4474 -1.5342 -3.9894
H 1.9531 2.0053 -2.2467
C 1.4832 0.9693 0.9018
O 2.0851 1.8226 1.3753
F -1.1960 1.0807 -0.0050
B -1.0270 2.8966 0.5470
F -2.3547 3.1979 0.5787
F -0.3990 2.7267 1.7555
F -0.2863 3.2917 -0.5309
*
```

Total energy ... -82520.1246 eV
LUMO energy ... -9.64 eV

No. 11
C28H29N8O2S2W as an isolated structure at a distorted geometry, computed with ωB97M-V/def2-TZVPD.

Geometry as ORCA input:
```
! RIJCOSX wB97M-V def2-TZVPD def2/J DEFGRID3
* xyz -1 1
W -0.3332 -0.0907 -0.9745
C -3.9608 0.4597 1.5385
C -2.7145 0.6828 0.7288
N -2.1010 -0.3037 0.0610
N -2.3996 -1.5653 0.1622
C -1.2553 -2.2585 -0.4611
O -0.0900 -1.7938 0.1414
C -1.4408 -3.7456 -0.2083
C -0.3381 -4.5835 -0.0750
C -0.5085 -5.9179 0.2528
C -1.7812 -6.4321 0.4407
C -2.8803 -5.5974 0.3345
C -2.7121 -4.2608 0.0260
C -1.9573 1.8681 0.7004
C -2.2280 3.0483 1.4269
C -1.3506 4.0998 1.3715
C -0.1930 3.9843 0.5768
C 0.0345 2.8136 -0.0958
N -0.7976 1.7596 -0.0526
H -4.1932 -0.6019 1.5009
H -4.8064 1.0222 1.1404
H -3.8123 0.7591 2.5772
H 0.6493 -4.1720 -0.2326
H 0.3484 -6.5715 0.3630
H -1.9172 -7.4806 0.6712
H -3.8743 -5.9871 0.5000
H -3.5632 -3.6001 -0.0200
H -3.1174 3.0905 2.0368
H -1.5272 5.0013 1.9413
H 0.5063 4.8004 0.4953
H 0.9298 2.6738 -0.6986
S 1.9100 -0.1263 -2.0421
C 1.7369 0.7710 -3.5400
C 2.8267 0.8465 -4.3922
C 2.7538 1.5020 -5.6236
C 3.8758 1.5733 -6.4571
N 4.8167 1.6368 -7.1204
C 1.5265 2.1024 -6.0082
C 0.4507 2.0646 -5.1311
C 0.5298 1.4158 -3.9044
S -0.8796 1.4385 -2.8832
C 1.3711 2.7021 -7.2677
N 1.2083 3.1723 -8.3060
H 3.7491 0.3719 -4.0938
H -0.4794 2.5433 -5.3956
C -0.3349 -0.5678 2.8697
N 1.0681 -0.8939 2.7078
C 1.7244 -0.4654 1.5893
N 3.0124 -0.9162 1.4347
O 1.2689 0.3966 0.8362
H -0.5860 -0.5793 3.9316
H -0.9749 -1.2804 2.3357
H -0.5000 0.4333 2.4688
H 1.3235 -1.8003 3.0711
H 3.2853 -1.7879 1.8608
H 3.3882 -0.7593 0.5099
C -1.2701 -3.7601 -3.2651
C -1.7192 -2.3055 -2.9948
C -1.3061 -1.4853 -4.2303
C -3.2502 -2.2595 -2.8598
N -1.0686 -1.7331 -1.8259
H -1.7123 -4.1014 -4.2009
H -1.5876 -4.4262 -2.4694
H -0.1853 -3.8074 -3.3557
H -1.5600 -2.0248 -5.1417
H -0.2292 -1.3099 -4.2189
H -1.8165 -0.5256 -4.2460
H -3.7168 -2.6375 -3.7675
H -3.5552 -1.2271 -2.6875
H -3.5703 -2.8647 -2.0168
*
```

Total energy ... -69022.3921 eV
Energy above the lowest of the compared OMol25 structures with the same formula, charge and spin ... 30.1 kJ/mol
LUMO energy (spin up / spin down) ... 2.40 / 2.11 eV

No. 12
A 2-piece molecular cluster, C6H12N2O overall at a distorted geometry, computed with ωB97M-V/def2-TZVPD.

Geometry as ORCA input:
```
! RIJCOSX wB97M-V def2-TZVPD def2/J DEFGRID3
* xyz 0 1
C 1.3242 0.8099 -0.7967
C 1.8314 -0.1442 0.2794
C 1.5133 0.2117 -2.1863
C -0.1266 1.2639 -0.6213
N -1.0849 1.9371 -0.6036
H 1.9225 1.7253 -0.7277
H 1.4022 -1.1445 0.1644
H 1.6281 0.2336 1.2863
H 2.9145 -0.2882 0.1926
H 1.1339 0.8886 -2.9599
H 0.9884 -0.7463 -2.2799
H 2.5743 0.0368 -2.3922
C -1.4157 -0.1764 2.1692
C -1.5432 -1.0444 0.9488
N -2.5245 -0.6610 0.0486
O -0.8754 -2.0498 0.7492
H -2.5397 -1.1900 -0.8153
H -3.0070 0.2286 0.1281
H -0.3629 -0.1262 2.4571
H -1.7547 0.8447 1.9741
H -1.9982 -0.6093 2.9852
*
```

SMILES string ... CC(C)C#N.CC(N)=O
Total energy ... -11444.5859 eV
Energy above the lowest of the compared OMol25 structures with the same formula, charge and spin ... 8.2 kJ/mol
LUMO energy ... 0.84 eV